A cluster of 22 separate species, C18H71NO27 in total at a distorted geometry. Source: OMol25; level of theory: wB97M-V/def2-TZVPD.

```
117
Properties=species:S:1:pos:R:3:lowdin_charge:R:1
O -0.64 -3.90 6.52 -0.035
O 3.08 -2.82 -6.59 -0.048
O 3.33 -0.95 1.06 -0.062
O 2.83 -1.39 4.22 -0.043
O -5.81 5.91 0.95 -0.057
O 3.61 5.88 -1.06 -0.056
O 1.02 -3.20 1.89 -0.187
O 3.85 -0.82 -4.63 -0.060
O -2.08 -0.82 -5.58 -0.043
O -4.50 -0.25 2.29 -0.047
O 4.24 -5.64 2.41 -0.057
O -1.96 -2.58 -0.02 -0.087
O 1.24 -6.45 7.16 -0.060
O -1.13 8.77 -1.63 -0.061
O -1.76 -0.09 6.21 0.052
O 6.53 0.32 -3.53 -0.060
O -5.53 -0.34 -0.43 0.044
O -1.69 2.82 5.74 -0.067
O -5.13 -0.51 -2.64 0.129
O -2.06 -1.47 4.52 0.003
O 1.87 3.06 0.43 -0.045
O 5.05 1.63 -0.77 -0.051
O -5.30 2.85 0.00 -0.041
O 4.95 2.82 -3.70 -0.043
O 1.66 0.61 6.19 -0.047
O -0.10 6.57 -3.41 -0.060
O -4.72 -3.21 3.07 -0.052
N 0.90 2.13 -3.78 -0.101
C 1.47 -4.21 2.79 -0.079
C 1.85 4.12 -4.03 -0.136
C 1.20 3.10 -4.69 -0.103
C -1.97 -1.89 -1.25 -0.326
C 0.71 -0.37 -3.54 -0.159
C -1.29 -0.77 5.33 -0.361
C 0.16 -0.68 -2.13 -0.172
C -5.07 -1.00 -1.55 -0.486
C -0.68 -1.99 -2.07 -0.112
C -0.19 -3.50 1.24 -0.172
C -4.47 -2.37 -1.31 -0.082
C -1.37 -2.22 3.47 -0.152
C -3.14 -2.51 -2.03 -0.123
C 1.35 2.51 -2.55 -0.078
C 1.95 3.74 -2.67 -0.117
C 0.16 0.93 -4.13 -0.140
C -0.96 -2.22 0.92 -0.260
C -1.65 -1.56 2.14 -0.070
H -5.41 -0.28 1.97 0.047
H -5.20 -3.11 -1.68 0.132
H -0.47 0.14 -1.78 0.098
H 4.30 6.37 -0.59 0.040
H 4.75 -0.62 -4.35 0.006
H 0.62 -5.71 7.05 -0.006
H -5.87 2.70 0.76 0.046
H -0.05 -2.78 -1.65 0.115
H -6.15 5.88 1.85 0.032
H -0.31 -2.27 3.71 0.115
H -2.23 -0.82 -1.10 0.153
H -2.15 2.84 6.59 0.036
H 2.07 -4.93 2.24 0.065
H -0.98 9.13 -2.51 0.031
H -3.19 -2.12 -3.04 0.101
H 4.03 3.12 -3.74 0.024
H 5.93 1.48 -0.41 0.032
H 0.65 -4.76 3.26 0.089
H 2.04 -3.73 3.58 0.075
H 3.94 -1.36 -5.43 0.003
H -0.86 1.04 -3.75 0.118
H 0.07 0.88 -5.22 0.110
H -0.19 -0.81 5.24 0.135
H 3.34 6.46 -1.78 0.041
H 2.75 3.18 0.80 0.039
H -5.92 3.01 -0.73 0.061
H -2.67 -0.90 -4.82 0.022
H 5.19 1.98 -1.66 -0.007
H -0.69 6.73 -4.16 0.038
H 1.80 -0.40 -3.56 0.089
H -4.53 0.27 3.10 0.069
H -0.94 -2.30 -3.09 0.102
H -4.90 0.38 -0.26 0.090
H 1.00 -0.78 -1.44 0.106
H 1.16 0.79 6.99 0.056
H 0.01 -3.99 0.28 0.130
H 5.47 3.58 -3.99 0.059
H 0.37 -1.17 -4.21 0.092
H -4.37 -2.55 -0.24 0.109
H -0.26 -1.47 0.53 0.148
H 2.86 -1.78 0.97 0.009
H 1.23 1.91 -1.66 0.103
H -1.77 -3.23 3.53 0.130
H -0.81 -4.19 1.81 0.126
H -5.62 4.99 0.72 -0.009
H 3.66 -1.19 4.67 0.053
H -1.26 -3.35 6.04 0.017
H -2.72 -1.49 1.98 0.079
H 2.22 -0.72 4.54 0.003
H -4.47 -2.28 2.99 -0.012
H -0.77 -3.64 7.44 0.055
H 3.22 -0.73 1.99 -0.001
H 5.93 1.01 -3.85 0.003
H 2.21 5.05 -4.44 0.090
H -1.29 -0.53 2.23 0.133
H -0.70 6.43 -2.67 0.034
H -5.41 -3.34 2.41 0.033
H 2.50 -2.64 -7.33 0.048
H 1.32 3.72 0.86 0.041
H -2.92 -3.58 -2.11 0.133
H 2.49 -2.93 -5.83 0.044
H -0.24 8.60 -1.31 0.033
H 5.10 -5.72 2.84 0.040
H 6.51 0.42 -2.57 0.022
H 4.45 -5.34 1.52 0.044
H 1.43 1.33 5.59 0.054
H 2.39 4.32 -1.87 0.057
H -2.67 -0.70 -6.32 0.045
H -1.44 1.89 5.66 -0.017
H 0.95 3.05 -5.73 0.112
H 1.67 -6.52 6.31 0.029
```

The charge is 0. The lowest unoccupied orbital energy comes out at -0.188 eV. Its spin multiplicity is 1. For the electronic energy, the calculation gives -2814.6326 Eh. The highest occupied orbital energy is -7.59 eV.